110
Properties=species:S:1:pos:R:3:forces:R:3:lowdin_charge:R:1 method="wB97M-V/def2-TZVPD" e_above_lowest_kj_mol=0.00 energy_ha=-7483.5741 fmax_ev_per_a=1.0 orbital_gap_ev=5.464 charge=+2
Ru 0.33923 -0.06881 0.18455 0.426 0.864 -0.044 0.216
F 1.55540 -5.53265 -0.91970 0.020 0.143 0.019 -0.289
Ge 1.29941 -3.80730 -0.59783 0.051 -0.097 -0.051 1.002
C 0.96888 -3.29870 -2.48307 0.007 -0.077 0.199 -0.236
C 1.21723 -4.35428 -3.37508 0.092 -0.172 0.134 -0.082
C 1.08533 -4.20796 -4.74203 -0.012 0.010 -0.029 -0.042
C 0.68488 -2.99276 -5.27363 0.015 0.002 0.017 -0.038
C 0.43249 -1.94479 -4.41632 -0.034 0.003 -0.059 -0.091
C 0.58335 -2.08170 -3.03189 -0.148 0.162 0.111 -0.392
P 0.05949 -0.58890 -2.12512 -0.125 -0.126 0.157 0.961
C 1.03226 0.70530 -2.98734 -0.001 0.010 0.055 -0.353
C 2.29429 0.34777 -3.46848 -0.044 -0.016 -0.083 -0.100
C 3.06517 1.25158 -4.17979 -0.118 -0.013 -0.058 -0.066
C 2.60222 2.53827 -4.40724 -0.107 -0.012 -0.017 -0.056
C 1.36892 2.91964 -3.90178 0.066 0.009 -0.048 -0.056
C 0.59312 2.01518 -3.19477 -0.003 -0.007 0.009 -0.146
C -1.67327 -0.53510 -2.72356 0.126 -0.184 -0.046 -0.354
C -2.22112 0.41896 -3.57319 -0.008 -0.009 0.080 -0.078
C -3.48467 0.22765 -4.11758 -0.094 -0.030 0.014 -0.054
C -4.19972 -0.92644 -3.84473 0.047 0.067 0.023 -0.052
C -3.65322 -1.89423 -3.01103 -0.023 -0.031 0.031 -0.061
C -2.40657 -1.69594 -2.45026 0.138 -0.017 -0.036 -0.116
C -0.08595 -4.07794 0.81162 0.167 0.044 -0.170 -0.223
C -0.08050 -5.41361 1.23778 0.226 -0.220 -0.131 -0.089
C -0.93421 -5.90301 2.20866 -0.026 -0.003 0.014 -0.038
C -1.84939 -5.05709 2.80480 0.040 0.075 -0.055 -0.037
C -1.86320 -3.73198 2.41925 0.013 -0.053 0.085 -0.131
C -0.99564 -3.22243 1.43779 -0.149 0.124 0.111 -0.371
P -1.27298 -1.43840 1.18352 0.354 0.153 -0.201 0.993
C -1.48387 -0.90446 2.92545 -0.046 0.210 -0.025 -0.438
C -2.42149 0.07507 3.26105 0.082 -0.064 -0.071 -0.092
C -2.50560 0.54546 4.56106 0.011 0.008 0.080 -0.053
C -1.66177 0.04310 5.54231 -0.011 0.006 0.010 -0.048
C -0.73400 -0.93732 5.21999 -0.023 0.024 0.043 -0.054
C -0.64390 -1.40947 3.92258 0.014 0.060 -0.138 -0.138
C -2.97451 -1.32479 0.51281 -0.004 -0.049 0.062 -0.346
C -3.80240 -2.44809 0.44646 0.065 0.015 -0.067 -0.078
C -5.13043 -2.32588 0.06843 0.034 -0.023 -0.027 -0.055
C -5.65324 -1.08908 -0.26767 -0.014 0.012 -0.027 -0.052
C -4.83588 0.02943 -0.23285 0.001 0.059 -0.013 -0.051
C -3.51234 -0.09001 0.15377 -0.038 -0.052 0.064 -0.143
C 3.13470 -3.41667 0.01568 -0.151 -0.102 -0.090 -0.245
C 3.97991 -4.53099 0.09454 -0.120 -0.162 -0.108 -0.077
C 5.31553 -4.40938 0.43067 0.028 0.025 0.010 -0.041
C 5.85346 -3.16078 0.70679 -0.046 0.002 -0.015 -0.040
C 5.03163 -2.05388 0.65826 0.044 -0.020 0.067 -0.100
C 3.68198 -2.17394 0.30735 -0.039 0.177 0.003 -0.389
P 2.69939 -0.66551 0.52843 -0.340 -0.710 0.326 0.997
C 3.15432 -0.34641 2.27105 0.040 -0.048 -0.034 -0.448
C 2.77781 -1.33431 3.18211 -0.054 -0.016 -0.104 -0.128
C 3.08522 -1.20338 4.52147 0.002 0.019 0.087 -0.059
C 3.77143 -0.08034 4.96956 0.020 0.039 -0.026 -0.050
C 4.16191 0.89572 4.06631 0.004 -0.019 0.087 -0.054
C 3.86326 0.76259 2.71616 -0.030 0.038 -0.087 -0.095
C 3.52228 0.63223 -0.43349 -0.111 -0.004 -0.051 -0.360
C 3.07397 1.94941 -0.30837 -0.049 -0.077 -0.003 -0.114
C 3.69564 2.97318 -1.00227 0.081 0.038 -0.052 -0.049
C 4.78439 2.69174 -1.81655 0.002 0.012 0.113 -0.055
C 5.22637 1.38497 -1.95638 0.054 0.004 0.091 -0.063
C 4.58692 0.35337 -1.28924 0.065 0.050 0.128 -0.085
H 1.51858 -5.31768 -2.99414 -0.004 0.020 0.021 0.098
H 1.28881 -5.04919 -5.38950 0.002 -0.031 -0.015 0.119
H 0.56205 -2.86491 -6.33955 0.002 0.006 -0.038 0.119
H 0.10150 -1.00036 -4.82815 -0.010 0.033 -0.013 0.117
H 2.66765 -0.65729 -3.31987 0.001 -0.006 0.002 0.113
H 4.02720 0.94391 -4.56512 0.014 -0.010 -0.014 0.120
H 3.19724 3.23875 -4.97675 0.015 0.023 -0.018 0.119
H 0.99702 3.92014 -4.07088 -0.012 0.051 -0.014 0.115
H -0.36245 2.34856 -2.82503 -0.021 0.005 -0.037 0.039
H -1.67223 1.29782 -3.86174 0.074 0.078 -0.026 0.086
H -3.89446 0.97779 -4.77963 -0.017 0.011 -0.021 0.114
H -5.17223 -1.08123 -4.28978 -0.036 -0.003 -0.028 0.116
H -4.19433 -2.81050 -2.81047 0.021 0.037 0.000 0.118
H -1.97745 -2.47864 -1.82933 -0.010 0.054 -0.075 0.105
H 0.61072 -6.11174 0.78947 -0.033 0.058 0.009 0.097
H -0.88035 -6.94608 2.48716 0.010 -0.028 0.014 0.121
H -2.53494 -5.41192 3.56120 -0.022 -0.001 0.019 0.122
H -2.56582 -3.06974 2.90521 -0.034 -0.013 -0.020 0.114
H -3.09977 0.46389 2.51437 -0.015 -0.003 -0.001 0.099
H -3.24514 1.29324 4.81189 -0.021 0.023 0.016 0.117
H -1.73811 0.40392 6.55890 0.002 0.007 0.014 0.117
H -0.08363 -1.34087 5.98351 0.019 -0.010 0.023 0.116
H 0.07608 -2.18131 3.68830 0.011 -0.029 -0.023 0.101
H -3.42311 -3.43223 0.67071 0.019 -0.027 0.011 0.101
H -5.75330 -3.20848 0.02838 -0.020 -0.036 0.005 0.119
H -6.68840 -0.99775 -0.56485 -0.038 0.007 -0.005 0.119
H -5.22927 0.99967 -0.50350 -0.004 0.025 -0.009 0.118
H -2.90538 0.79879 0.19300 0.018 0.066 -0.020 0.023
H 3.58841 -5.51479 -0.12036 -0.021 0.019 -0.013 0.101
H 5.93580 -5.29324 0.47987 0.017 -0.030 0.004 0.119
H 6.89493 -3.05351 0.97551 0.024 0.003 0.003 0.119
H 5.43806 -1.08484 0.92096 -0.002 0.007 0.014 0.115
H 2.25858 -2.22126 2.83014 0.016 -0.005 0.005 0.106
H 2.80350 -1.98121 5.21845 -0.008 -0.018 0.023 0.116
H 4.01567 0.02193 6.01750 0.010 0.008 0.029 0.115
H 4.71728 1.75905 4.40617 0.014 0.016 0.018 0.116
H 4.19982 1.52301 2.02377 -0.017 0.006 -0.047 0.107
H 2.25509 2.18313 0.36320 0.008 0.021 0.021 0.065
H 3.34751 3.99118 -0.89237 -0.018 0.028 -0.012 0.117
H 5.28697 3.49158 -2.34230 0.011 0.029 -0.015 0.121
H 6.07154 1.16437 -2.59412 0.019 -0.004 -0.015 0.122
H 4.93338 -0.66176 -1.41942 -0.007 -0.006 -0.031 0.108
S -0.19783 6.68516 2.79889 0.012 -0.385 -0.114 0.761
C -0.15822 5.16043 2.29692 -0.010 0.196 0.023 -1.431
S 0.42447 3.81186 3.26516 -0.026 -0.083 -0.060 0.973
C 0.18486 2.56122 2.08457 0.142 -0.283 0.314 -1.034
C -0.41539 2.98908 0.83629 -0.127 -0.056 -0.282 -1.051
S -0.83670 1.90828 -0.34498 -0.302 -0.177 0.270 0.783
S -0.70609 4.67303 0.68244 0.012 -0.010 0.041 0.982
S 0.56725 0.98769 2.35401 -0.030 0.366 -0.199 0.869

***

112
Properties=species:S:1:pos:R:3:forces:R:3:lowdin_charge:R:1 method="wB97M-V/def2-TZVPD" energy_ha=-3366.6818 fmax_ev_per_a=1.3 orbital_gap_ev="5.323 / 5.265"
W -0.61205 -0.35900 -0.31291 0.453 -1.180 -0.381 1.579
C -3.28951 -4.69744 -6.08384 0.016 0.030 0.041 -0.090
C -3.04522 -5.44095 -4.93623 0.006 0.022 -0.004 -0.080
C -2.55480 -4.81856 -3.79688 -0.010 -0.023 -0.025 -0.040
C -2.30437 -3.44985 -3.79575 0.066 -0.003 0.079 -0.211
C -2.55183 -2.70640 -4.94481 0.006 -0.007 -0.035 -0.008
C -3.04312 -3.33098 -6.08528 0.014 -0.003 0.048 -0.071
C -1.76545 -2.77688 -2.57450 -0.450 0.019 -0.138 -0.082
C -2.65112 -2.34495 -1.60789 0.000 -0.213 -0.146 -0.233
C -4.04184 -2.68726 -1.62149 -0.003 0.023 -0.007 0.035
C -4.54926 -2.29069 -0.43671 -0.018 -0.001 0.016 0.029
C -3.48021 -1.66703 0.28970 -0.239 0.103 0.062 -0.215
C -3.65085 -1.10792 1.54253 -0.286 -0.192 -0.090 -0.074
C -4.98509 -1.20480 2.21028 0.017 -0.008 -0.107 -0.214
C -5.42582 -2.40554 2.75947 -0.003 0.022 0.018 -0.031
C -6.66553 -2.48040 3.38150 0.009 0.044 -0.012 -0.077
C -7.47776 -1.35567 3.45637 0.046 -0.033 -0.020 -0.089
C -7.04584 -0.15704 2.90563 0.044 -0.025 -0.017 -0.074
C -5.80566 -0.08402 2.28559 -0.050 0.059 0.005 -0.029
C -2.64217 -0.44078 2.19725 0.185 0.389 0.455 -0.212
N -1.38467 -0.22113 1.70038 -0.097 0.073 -0.127 0.011
C -0.73648 0.53616 2.65616 -0.364 -0.020 0.356 -0.217
C 0.60308 0.87393 2.69341 0.252 0.077 0.072 -0.061
C 1.08877 1.71778 3.83155 -0.065 0.022 -0.123 -0.196
C 0.73622 3.06281 3.91571 0.061 -0.010 0.060 -0.018
C 1.18131 3.84096 4.97724 -0.012 -0.025 -0.031 -0.071
C 1.97606 3.28380 5.96928 -0.013 -0.018 -0.022 -0.089
C 2.32113 1.94073 5.89880 -0.035 -0.003 -0.045 -0.076
C 1.87913 1.16429 4.83642 0.017 -0.019 0.036 -0.041
C 1.54282 0.31135 1.83283 0.154 0.111 0.227 -0.228
C 2.96435 0.37383 2.01314 -0.087 0.048 -0.029 0.017
C 3.50117 -0.51175 1.13940 -0.004 -0.104 -0.052 0.009
C 2.41417 -1.08605 0.39859 0.251 0.072 -0.034 -0.244
N 1.22858 -0.53939 0.81056 -0.049 0.037 -0.112 -0.004
C 2.56733 -2.02414 -0.61977 0.369 0.084 0.225 -0.088
C 1.53781 -2.45619 -1.42699 -0.064 -0.369 -0.378 -0.256
C 1.72337 -3.38573 -2.51962 0.194 0.183 0.310 0.014
C 0.53932 -3.50586 -3.14342 -0.418 0.099 0.008 0.031
C -0.40174 -2.71177 -2.39386 0.437 -0.289 -0.201 -0.225
N 0.21931 -2.06057 -1.36804 -0.058 0.112 0.018 -0.048
C 3.94082 -2.57213 -0.85419 -0.138 0.067 -0.008 -0.193
C 4.59010 -3.28899 0.14778 0.035 0.000 0.016 -0.034
C 5.87142 -3.78381 -0.05307 -0.042 0.026 -0.019 -0.073
C 6.51908 -3.56875 -1.26215 -0.015 -0.009 -0.001 -0.086
C 5.87593 -2.86562 -2.27195 -0.049 0.012 0.038 -0.074
C 4.59386 -2.37264 -2.06880 0.059 0.012 -0.006 -0.053
C -1.62978 0.80454 3.75998 0.379 0.084 -0.164 0.023
C -2.78933 0.18084 3.49180 -0.221 -0.245 -0.269 0.020
N -2.32084 -1.67696 -0.44901 0.139 0.114 -0.130 -0.005
H -3.67138 -5.18240 -6.97321 0.004 0.009 0.006 0.100
H -3.23468 -6.50673 -4.92689 -0.005 0.002 -0.008 0.102
H -2.36026 -5.39425 -2.89893 -0.007 0.010 -0.016 0.125
H -2.35892 -1.64019 -4.93610 -0.013 -0.030 -0.005 0.117
H -3.23294 -2.74625 -6.97634 -0.001 -0.004 0.008 0.103
H -4.54375 -3.19227 -2.43074 0.021 0.003 0.023 0.123
H -5.55827 -2.40039 -0.07407 0.030 0.011 0.006 0.120
H -4.78803 -3.27988 2.70001 -0.020 0.007 0.007 0.123
H -6.99702 -3.41776 3.80988 0.006 0.004 -0.007 0.102
H -8.44503 -1.41296 3.93902 0.013 -0.014 0.001 0.101
H -7.67503 0.72266 2.95356 0.002 -0.011 0.000 0.103
H -5.46849 0.84821 1.84700 0.001 -0.018 0.003 0.125
H 0.11093 3.50189 3.15006 -0.047 0.021 -0.103 0.112
H 0.90230 4.88612 5.02534 0.006 -0.012 0.000 0.105
H 2.32087 3.89047 6.79709 -0.008 -0.002 -0.014 0.101
H 2.93009 1.49428 6.67468 -0.004 -0.001 -0.009 0.103
H 2.13859 0.11297 4.78727 -0.004 0.022 0.000 0.123
H 3.47999 0.99415 2.72822 -0.029 -0.014 -0.027 0.115
H 4.54164 -0.75999 1.00627 -0.018 0.029 -0.010 0.113
H 2.64666 -3.88414 -2.76351 -0.032 0.025 0.031 0.114
H 0.29386 -4.11794 -3.99639 -0.029 0.021 0.023 0.120
H 4.08102 -3.45644 1.08976 0.017 -0.007 -0.015 0.124
H 6.36099 -4.34073 0.73566 0.002 0.001 -0.012 0.103
H 7.51802 -3.95467 -1.41968 -0.004 0.006 0.002 0.101
H 6.37103 -2.70048 -3.22088 -0.003 0.000 0.014 0.105
H 4.08549 -1.83346 -2.85958 0.023 0.020 0.014 0.119
H -1.36840 1.36637 4.64221 0.018 -0.028 -0.031 0.120
H -3.67122 0.12582 4.10854 -0.006 -0.010 -0.030 0.117
C 5.52168 1.28102 -1.94328 0.058 -0.056 0.026 -0.081
C 4.04954 1.30613 -2.31363 -0.010 0.069 0.048 -0.244
N 3.22137 2.13086 -1.43216 0.155 -0.066 -0.098 -0.106
C 3.80960 3.35025 -0.87029 -0.030 -0.038 -0.074 -0.214
C 3.81012 4.49612 -1.87140 -0.017 0.066 -0.052 -0.067
C 1.89040 1.92550 -1.35013 0.149 0.283 0.159 -0.648
S 1.17576 0.58909 -2.15156 -0.272 -0.170 0.146 0.844
N 1.23019 2.89667 -0.68363 0.002 -0.199 -0.118 0.133
C 0.05550 2.68720 -0.15216 -0.370 0.456 -0.088 -0.412
O -0.50767 1.57163 0.01217 0.022 0.751 0.644 -0.259
C -0.72617 3.86217 0.35113 0.333 -0.286 -0.017 -0.131
C -1.98650 3.65447 0.89850 -0.124 0.070 0.109 -0.013
C -2.70109 4.72826 1.41215 0.052 -0.044 -0.043 -0.070
C -2.16054 6.00720 1.36896 0.006 0.010 -0.021 -0.088
C -0.90799 6.21618 0.80390 0.022 -0.093 -0.038 -0.078
C -0.19140 5.14250 0.29349 0.040 0.157 0.099 -0.023
H 6.03231 2.22699 -2.13003 -0.034 -0.013 -0.006 0.070
H 6.01292 0.51564 -2.54604 0.001 0.021 0.002 0.072
H 5.66218 1.01177 -0.89392 -0.020 -0.008 -0.025 0.077
H 3.65065 0.29848 -2.26083 -0.028 -0.081 0.012 0.041
H 3.92222 1.63358 -3.35156 0.010 0.021 -0.009 0.126
H 4.82272 3.11324 -0.55575 0.026 0.002 0.019 0.099
H 3.25142 3.61989 0.01912 -0.052 -0.015 0.003 0.106
H 4.47098 4.29201 -2.71722 -0.026 -0.028 0.015 0.070
H 4.14890 5.42018 -1.39857 0.014 -0.037 0.000 0.075
H 2.80215 4.65793 -2.25591 0.010 0.005 0.032 0.074
H -2.39873 2.65378 0.91535 -0.001 -0.002 0.004 0.112
H -3.68121 4.56566 1.84300 0.013 0.010 -0.010 0.103
H -2.71838 6.84484 1.76885 0.001 -0.010 0.003 0.100
H -0.48921 7.21385 0.76217 -0.013 -0.011 0.004 0.101
H 0.79191 5.27760 -0.13877 -0.033 0.010 0.001 0.106
F -1.52210 1.86754 -2.32288 0.065 0.061 -0.070 0.012
C -1.91315 0.65358 -1.85445 -0.384 0.080 0.285 -0.605
F -2.25998 -0.02942 -2.99059 0.046 0.028 -0.086 0.022
F -3.14129 0.94218 -1.25649 0.056 -0.131 -0.064 0.003